1.
Below is a single C11H20O2Si molecule in a non-equilibrium geometry, with properties calculated with the ωB97M-V functional and the def2-TZVPD basis.

```
34
C11H20O2Si (the ωB97M-V functional and the def2-TZVPD basis)
C 2.929 0.672 1.000
C 2.064 0.085 -0.064
C 2.092 1.003 -1.249
C 2.474 -1.316 -0.493
Si 0.230 -0.041 0.367
C 0.130 -1.208 1.858
C -0.539 1.648 0.840
O -0.375 -0.793 -1.000
C -1.775 -0.827 -1.287
C -2.314 0.525 -1.692
C -3.288 0.947 -0.892
C -3.576 -0.080 0.114
O -4.396 0.000 1.000
C -2.654 -1.244 -0.067
H 2.499 1.635 1.313
H 3.007 0.020 1.892
H 3.917 0.841 0.569
H 1.893 2.064 -0.973
H 1.335 0.718 -1.987
H 3.066 0.992 -1.739
H 1.788 -1.736 -1.247
H 2.501 -2.016 0.345
H 3.479 -1.327 -0.939
H -0.014 -2.211 1.554
H 1.114 -1.133 2.357
H -0.607 -0.950 2.601
H 0.222 2.282 1.289
H -0.915 2.165 -0.050
H -1.336 1.466 1.537
H -1.887 -1.596 -2.074
H -1.863 1.122 -2.469
H -3.833 1.872 -0.978
H -3.253 -2.142 -0.292
H -2.118 -1.435 0.858
```

## Properties
SMILES string: CC(C)(C)[Si](C)(C)O[C@@H]1C=CC(=O)C1
LUMO: 0.335 eV
HOMO: -0.3486 Ha
strongest force on any atom: 1.576 eV Å⁻¹
DFT total energy: -871.1503 Ha
gap between HOMO and LUMO: 9.8 eV

Mulliken population analysis, charges in e, atoms 1 to 4: atom 1 (C): -1.87, atom 2 (C): 1.66, atom 3 (C): -1.84, atom 4 (C): -1.68



2.
Below is a molecular structure, C11H21AsO4PS4W in a non-equilibrium geometry, with properties calculated with the ωB97M-V functional and the def2-TZVPD basis.

```
43
C11H21AsO4PS4W (the ωB97M-V functional and the def2-TZVPD basis)
W -0.226 1.465 2.581
O 4.775 4.539 0.466
C 3.896 5.279 0.102
O 3.006 6.030 0.203
C 2.133 0.999 -4.103
O 2.846 1.822 -3.513
O 1.409 0.332 -4.811
S 1.621 2.080 1.390
As 1.743 2.109 3.890
S 0.730 -0.371 3.659
S -2.325 0.934 2.457
S -0.456 3.462 3.810
C 1.107 -2.413 -0.713
C 1.078 -1.198 0.269
C 2.120 -0.223 -0.407
P -0.567 -0.409 0.681
C -1.312 -2.117 1.209
C -2.005 -2.572 -0.119
C -2.350 -2.164 2.329
C -1.001 0.477 -1.034
C -0.679 1.978 -1.119
C -2.308 -0.014 -1.584
H 0.514 -2.149 -1.653
H 0.638 -3.307 -0.316
H 2.147 -2.603 -0.954
H 1.454 -1.424 1.287
H 1.667 0.404 -1.190
H 2.914 -0.845 -0.866
H 2.585 0.436 0.358
H -0.489 -2.732 1.479
H -2.437 -3.501 0.129
H -1.367 -2.581 -0.998
H -2.855 -1.920 -0.398
H -3.377 -2.151 1.959
H -2.279 -1.283 2.968
H -2.206 -3.082 2.877
H -0.291 -0.085 -1.628
H -1.321 2.649 -0.485
H -0.884 2.350 -2.147
H 0.388 2.131 -0.904
H -2.997 -0.094 -0.720
H -2.295 -0.965 -2.153
H -2.746 0.727 -2.287
```

## Properties
LUMO (spin up / spin down): -6.574 / -6.574 eV
HOMO (spin up / spin down): -0.4252 / -0.4252 Ha
total charge: +1
strongest force on any atom: 6.616 eV Å⁻¹
DFT total energy: -4969.3898 Ha
gap between HOMO and LUMO (spin up / spin down): 5.0 / 5.0 eV

Mulliken population analysis, charges in e, atoms 1 to 4: atom 1 (W): 1.15, atom 2 (O): -0.39, atom 3 (C): 0.74, atom 4 (O): -0.33



3.
Below is a molecular structure, C11H21AuClN5O5P in a non-equilibrium geometry, with properties calculated with the ωB97M-V functional and the def2-TZVPD basis.

```
45
C11H21AuClN5O5P (the ωB97M-V functional and the def2-TZVPD basis)
Au -1.079 -0.895 -2.780
N 0.810 -0.822 -2.638
C 1.779 -0.234 -2.385
N 2.878 0.343 -2.087
C 3.471 0.250 -0.760
C 4.874 -0.360 -0.896
O 5.651 0.377 -1.803
C 5.080 0.381 -3.090
C 3.700 1.052 -3.061
H 2.843 -0.371 -0.120
H 3.539 1.263 -0.347
H 4.784 -1.406 -1.227
H 5.397 -0.326 0.060
H 4.976 -0.648 -3.467
H 5.764 0.935 -3.733
H 3.222 1.021 -4.040
H 3.798 2.092 -2.729
O -3.133 -1.073 -3.075
Cl -3.861 0.014 -2.415
O -2.979 1.121 -2.320
O -5.017 0.311 -3.119
O -4.157 -0.445 -1.092
C -2.923 -0.925 2.951
N -2.926 0.564 2.627
C -1.595 1.150 3.060
N -0.509 0.444 2.490
C -0.574 -0.966 2.836
N -1.809 -1.569 2.370
C -1.889 -1.665 0.924
P -1.858 -0.010 0.047
C -3.151 0.774 1.180
C -0.400 0.646 1.056
H -3.853 -1.351 2.568
H -2.884 -1.022 4.041
H -3.682 1.018 3.146
H -1.545 1.092 4.152
H -1.570 2.197 2.748
H -0.518 -1.065 3.925
H 0.275 -1.484 2.393
H -2.810 -2.179 0.638
H -1.046 -2.259 0.563
H -4.106 0.331 0.888
H -3.186 1.846 0.965
H -0.282 1.714 0.853
H 0.501 0.141 0.702
```

## Properties
LUMO: -2.625 eV
HOMO: -0.4184 Ha
total charge: +1
strongest force on any atom: 2.027 eV Å⁻¹
DFT total energy: -2018.4010 Ha
gap between HOMO and LUMO: 8.8 eV

Mulliken population analysis, charges in e, atoms 1 to 4: atom 1 (Au): 0.34, atom 2 (N): -0.39, atom 3 (C): 0.70, atom 4 (N): -0.04



4.
Below is 6 unconnected molecules or ions with the total composition C11H21BrCl10O4S in a non-equilibrium geometry, with properties calculated with the ωB97M-V functional and the def2-TZVPD basis.

```
48
C11H21BrCl10O4S (the ωB97M-V functional and the def2-TZVPD basis)
O 0.110 2.523 3.761
S 1.593 2.026 3.549
O 1.683 1.382 1.947
C 1.132 2.475 1.078
C 1.715 2.447 -0.456
C 1.580 3.885 -1.262
Br 1.901 3.467 -3.232
O 1.899 0.850 4.735
C 1.633 -0.518 4.283
C -0.130 -0.671 4.044
C -0.615 -2.143 3.283
O -0.613 -0.657 2.567
H 1.341 3.519 1.571
H -0.023 2.247 1.003
H 1.052 1.676 -1.080
H 2.832 2.094 -0.542
H 2.378 4.684 -0.951
H 0.492 4.353 -1.210
H 2.115 -0.822 3.264
H 1.780 -1.326 5.145
H -0.869 -0.209 4.950
H 0.470 -2.550 3.578
H -0.478 -2.470 2.190
C 2.926 5.340 -6.750
Cl 2.750 3.609 -6.437
Cl 2.329 6.296 -5.387
H 3.983 5.567 -6.908
H 2.355 5.600 -7.644
C -4.274 -3.229 3.442
Cl -3.260 -4.452 2.666
Cl -3.437 -2.483 4.808
H -4.522 -2.456 2.711
H -5.191 -3.703 3.802
C 0.280 -5.397 5.683
Cl -1.313 -5.149 4.957
Cl 0.965 -3.869 6.251
H 0.183 -6.080 6.530
H 0.949 -5.830 4.934
C -0.350 0.661 -5.155
Cl -1.817 0.413 -4.200
Cl 0.534 -0.856 -5.368
H -0.627 1.052 -6.137
H 0.293 1.378 -4.640
C -3.031 -2.443 -5.860
Cl -3.998 -2.613 -7.331
Cl -3.619 -3.518 -4.585
H -1.992 -2.694 -6.086
H -3.094 -1.409 -5.511
```

## Properties
LUMO: 0.076 eV
HOMO: -0.3045 Ha
strongest force on any atom: 6.143 eV Å⁻¹
DFT total energy: -8306.3775 Ha
gap between HOMO and LUMO: 8.4 eV

Mulliken population analysis, charges in e, atoms 1 to 4: atom 1 (O): -0.50, atom 2 (S): 0.58, atom 3 (O): -0.26, atom 4 (C): -0.46



5.
Below is a molecular structure, C11H21CaF11GeN3O7S2SeTe, with properties calculated with the ωB97M-V functional and the def2-TZVPD basis.

```
59
C11H21CaF11GeN3O7S2SeTe (the ωB97M-V functional and the def2-TZVPD basis)
Ca -0.426 -0.388 -0.498
C 2.804 1.805 3.305
C 1.873 0.671 2.995
N 2.198 -0.563 2.980
O 3.574 -0.765 3.218
C 0.469 0.983 2.652
C -0.279 2.058 3.379
N -0.043 0.292 1.698
O -1.314 0.508 1.353
H 2.989 2.379 2.394
H 3.751 1.452 3.698
H 2.341 2.481 4.025
H 3.652 -1.719 3.131
H -0.298 1.877 4.457
H -1.296 2.088 2.996
H 0.183 3.033 3.212
F 4.404 -0.159 -2.544
C 3.468 -1.093 -2.381
F 3.637 -1.664 -1.190
F 3.623 -2.023 -3.324
S 1.802 -0.318 -2.522
O 1.706 0.516 -1.345
O 1.745 0.242 -3.826
N 0.902 -1.591 -2.235
S -0.353 -2.155 -3.011
O -1.503 -1.998 -2.142
O -0.462 -1.873 -4.400
C 0.036 -3.955 -2.889
F -1.034 -4.658 -3.264
F 1.052 -4.265 -3.692
F 0.355 -4.302 -1.645
F -1.304 4.540 -2.335
Te -1.152 2.677 -2.330
F 0.600 2.982 -2.886
F -1.693 2.777 -4.109
F -0.572 2.889 -0.560
F -2.935 2.747 -1.768
O -1.102 0.884 -2.267
C -1.469 -3.005 5.989
Ge -1.663 -3.713 4.172
C -0.426 -5.206 3.908
C -3.499 -4.335 3.899
C -1.228 -2.306 2.884
Se -1.517 -2.853 1.032
C -3.284 -2.075 0.812
H -1.693 -3.771 6.734
H -2.148 -2.166 6.144
H -0.450 -2.653 6.153
H -0.688 -6.051 4.546
H 0.594 -4.900 4.141
H -0.458 -5.534 2.868
H -3.713 -5.196 4.533
H -3.640 -4.634 2.860
H -4.215 -3.547 4.136
H -0.178 -2.014 2.956
H -1.810 -1.394 3.022
H -3.997 -2.574 1.462
H -3.568 -2.217 -0.229
H -3.219 -1.014 1.047
```

## Properties
LUMO: 2.246 eV
HOMO: -0.2121 Ha
total charge: -1
strongest force on any atom: 0.639 eV Å⁻¹
DFT total energy: -8441.7397 Ha
gap between HOMO and LUMO: 8.0 eV

Mulliken population analysis, charges in e, atoms 1 to 4: atom 1 (Ca): 1.73, atom 2 (C): -1.26, atom 3 (C): 0.29, atom 4 (N): -0.01



6.
Below is a molecular structure, C11H21HgN2O3 in a non-equilibrium geometry, with properties calculated with the ωB97M-V functional and the def2-TZVPD basis.

```
38
C11H21HgN2O3 (the ωB97M-V functional and the def2-TZVPD basis)
C -1.373 2.558 -1.661
O -2.535 2.029 -1.079
C -2.282 0.946 -0.217
C -2.270 1.351 1.252
C -1.673 0.220 2.111
C -0.241 0.489 2.586
C 0.753 0.882 1.485
C 1.557 -0.350 1.033
N 2.094 -0.291 -0.326
C 1.344 -0.837 -1.299
C 1.232 -2.396 -1.327
C -0.215 -2.684 -0.888
N -1.207 -2.631 -1.648
C 2.173 -0.526 -2.844
O 1.486 -0.861 -3.761
O 3.265 -0.079 -2.690
H -1.682 3.374 -2.302
H -0.843 1.800 -2.248
H -0.686 2.971 -0.915
H -2.998 0.148 -0.400
H -1.285 0.547 -0.450
H -1.634 2.221 1.399
H -3.294 1.564 1.536
H -1.757 -0.749 1.617
H -2.279 0.174 3.012
H -0.242 1.209 3.397
H 0.126 -0.440 3.030
H 1.468 1.576 1.924
H 0.300 1.402 0.649
H 2.437 -0.416 1.716
H 0.949 -1.236 1.216
H 3.074 -0.563 -0.412
H 0.371 -0.357 -1.369
H 1.333 -2.774 -2.337
H 1.951 -2.870 -0.670
H -0.329 -2.939 0.160
H -0.925 -2.358 -2.593
Hg 3.834 -0.104 3.311
```

## Properties
LUMO: -8.582 eV
HOMO: -0.4603 Ha
total charge: +1
strongest force on any atom: 6.149 eV Å⁻¹
DFT total energy: -919.9349 Ha
gap between HOMO and LUMO: 3.9 eV

Mulliken population analysis, charges in e, atoms 1 to 4: atom 1 (C): -0.55, atom 2 (O): -0.44, atom 3 (C): 0.26, atom 4 (C): -0.70



- Which of these has the highest DFT total energy?
  C11H20O2Si